(1)
Molecular formula: C18H36N5O4PS2
Method: DFT, ωB97M-V/def2-TZVPD

The geometry in ORCA input format:
```
! RIJCOSX wB97M-V def2-TZVPD def2/J DEFGRID3
* xyz 0 1
C -2.364 1.717 -1.956
C -1.407 2.114 -0.804
C -0.275 1.107 -0.386
P -1.305 -0.378 0.159
S -0.953 -1.240 1.850
C 0.836 0.775 -1.475
C 0.485 0.021 -2.765
C 0.636 -1.507 -2.892
O 1.216 -1.759 -4.192
C 1.439 -2.317 -1.879
N 1.015 -2.191 -0.490
O 2.136 0.365 -0.922
C 3.069 0.377 -1.810
N 3.868 0.518 -2.573
N 1.213 2.173 -1.805
C 1.449 2.741 -0.479
O 2.129 3.665 -0.315
C 0.596 1.934 0.604
S 1.556 1.117 1.959
C -0.011 3.146 1.416
C -1.062 2.719 2.486
C -0.680 2.962 3.960
C 0.113 4.268 4.254
C 1.597 3.997 4.635
N 2.526 4.463 3.586
H -2.827 0.726 -1.891
H -3.196 2.440 -1.939
H -1.909 1.825 -2.952
H -1.063 3.131 -1.022
H -2.053 2.208 0.082
H -2.667 0.032 0.157
H -1.225 -1.311 -0.912
H 1.062 0.481 -3.582
H -0.551 0.266 -3.044
H -0.369 -1.965 -2.966
H 1.911 -2.419 -4.067
H 2.528 -2.120 -1.932
H 1.344 -3.384 -2.154
H 1.722 -1.719 0.061
H 0.811 -3.086 -0.059
H 0.575 2.678 -2.409
H 2.831 1.045 1.493
H -0.446 3.928 0.776
H 0.874 3.627 1.854
H -2.046 3.156 2.258
H -1.206 1.628 2.366
H -0.143 2.115 4.407
H -1.622 3.033 4.530
H -0.340 4.859 5.062
H 0.098 4.914 3.361
H 1.772 2.915 4.730
H 1.832 4.418 5.631
H 2.653 5.469 3.653
H 3.431 4.032 3.751
C -0.369 -6.034 -0.485
O 0.003 -5.010 0.059
N -1.490 -6.146 -1.222
C -1.883 -7.395 -1.845
C -2.330 -4.973 -1.395
H 0.201 -6.975 -0.411
H -1.944 -7.259 -2.927
H -2.861 -7.699 -1.465
H -1.159 -8.177 -1.626
H -1.752 -4.179 -1.872
H -2.664 -4.617 -0.419
H -3.193 -5.217 -2.010
*
```

Results
- LUMO level: 0.36 eV
- HOMO energy: -0.29262 Eh
- SMILES string: CC[C@@]1([PH2]=S)[C@](C[C@@H](O)CN)(OC#N)NC(=O)[C@@]1(S)CCCCCN.CN(C)C=O
- Frontier orbital gap: 0.3057 Ha



(2)
Molecular formula: C18H37BClCsMg2N4O12P3
Method: DFT, ωB97M-V/def2-TZVPD

The geometry in ORCA input format:
```
! RIJCOSX wB97M-V def2-TZVPD def2/J DEFGRID3
* xyz 1 1
C 6.667 -1.450 -2.347
C 5.852 -1.076 -3.638
O 6.305 0.106 -4.331
C 5.955 1.293 -3.634
C 4.621 1.973 -4.116
C 3.344 1.319 -3.565
C 3.292 0.741 -2.246
N 2.255 0.170 -1.687
C 1.176 0.229 -2.520
C -0.068 -0.324 -2.031
P -0.062 -1.117 -0.344
O 0.290 -2.551 -0.605
C -1.234 -0.287 -2.758
B -2.573 -0.886 -2.120
N -3.828 -0.086 -2.039
O -2.659 -2.131 -1.571
C -1.220 0.308 -4.111
C -0.034 0.816 -4.579
C 1.167 0.794 -3.803
N 2.291 1.351 -4.352
H 6.726 -0.644 -1.583
H 6.109 -2.275 -1.872
H 7.690 -1.785 -2.565
H 6.025 -1.909 -4.340
H 4.762 -1.079 -3.460
H 5.991 1.168 -2.492
H 6.812 2.046 -3.865
H 4.642 3.044 -3.837
H 4.606 1.958 -5.219
H 4.209 0.777 -1.643
H -1.345 -1.104 0.257
H 0.946 -0.562 0.517
H -4.586 -0.793 -1.897
H -4.010 0.373 -2.935
H -2.052 -2.759 -1.993
H -2.132 0.358 -4.723
H -0.062 1.245 -5.588
Cs 8.048 2.259 -2.696
O -2.154 0.443 4.542
P -2.792 -0.872 4.864
O -4.018 -0.832 3.762
C -3.692 -1.114 2.398
C -3.302 -2.565 2.179
O -3.549 -0.379 6.237
C -3.173 0.820 6.926
C -3.984 2.004 6.443
O -3.168 -2.467 5.246
C -4.221 -2.859 6.124
C -5.618 -2.427 5.742
H -2.889 -0.447 2.068
H -4.581 -0.881 1.809
H -2.362 -2.800 2.686
H -3.169 -2.774 1.116
H -4.063 -3.236 2.579
H -2.103 1.000 6.836
H -3.370 0.654 7.987
H -4.002 2.073 5.355
H -3.582 2.935 6.843
H -5.023 1.911 6.766
H -3.984 -2.542 7.149
H -4.200 -3.960 6.130
H -5.738 -1.347 5.749
H -6.341 -2.844 6.446
H -5.866 -2.773 4.738
Cl 1.044 -1.166 2.361
O 10.669 2.521 2.540
P 11.847 2.774 1.604
O 11.375 2.627 0.163
O 12.946 1.772 1.933
O 12.407 4.178 1.805
Mg -2.094 -4.130 7.175
Mg -6.153 0.097 -2.313
O -8.411 1.737 -4.484
H -9.251 2.167 -4.681
N -3.472 2.639 -5.698
H -3.778 3.460 -6.228
H -3.411 1.835 -6.328
H -2.552 2.821 -5.282
H -4.140 2.437 -4.953
*
```

Results
- Relative energy (zero: lowest compared OMol25 entry of this formula, charge and spin): 82.5 kJ/mol
- LUMO level: -7.43 eV
- HOMO energy: -0.31981 Eh
- Frontier orbital gap: 0.0466 Ha



(3)
Molecular formula: C18H37BNO6S
Method: DFT, ωB97M-V/def2-TZVPD

The geometry in ORCA input format:
```
! RIJCOSX wB97M-V def2-TZVPD def2/J DEFGRID3
* xyz -1 1
C 1.049 1.101 -1.849
C -0.243 0.755 -1.090
C -1.512 1.284 -1.731
N -0.185 0.110 -0.027
B -0.739 0.731 1.309
C -0.485 2.316 1.516
C 0.195 2.679 2.861
C 1.676 3.000 2.703
C 2.458 1.861 2.016
C 2.267 3.311 4.107
O -0.261 -0.193 2.381
C -1.296 -0.766 3.060
S -1.757 0.029 4.664
C -2.456 -0.696 1.978
O -2.232 -1.875 1.204
O -3.749 -0.796 2.518
O -2.247 0.426 1.372
H 1.788 1.249 -1.070
H 1.405 0.265 -2.450
H 0.973 2.024 -2.411
H -1.293 2.269 -2.151
H -1.824 0.681 -2.580
H -2.326 1.414 -1.028
H -1.465 2.789 1.524
H 0.121 2.785 0.737
H -0.279 3.610 3.188
H -0.008 1.951 3.637
H 1.750 3.870 2.059
H 3.358 1.600 2.568
H 1.883 0.945 1.904
H 2.811 2.175 1.038
H 3.034 2.601 4.389
H 1.481 3.226 4.853
H 2.633 4.335 4.134
H -0.943 -1.758 3.320
H -3.052 0.331 4.476
H -2.560 -1.704 0.306
H -3.793 -1.672 2.928
C -0.017 -6.516 1.707
C 0.093 -5.202 0.941
C -0.558 -4.221 1.904
O -0.299 -4.729 3.228
C 0.206 -6.058 3.142
H 0.699 -7.275 1.389
H -1.024 -6.929 1.596
H 1.145 -4.944 0.795
H -0.391 -5.219 -0.035
H -1.638 -4.178 1.760
H -0.161 -3.214 1.813
H 1.275 -6.037 3.388
H -0.305 -6.688 3.872
C -0.030 1.330 -7.001
C 1.056 2.395 -7.095
C 0.967 3.047 -5.722
O 0.540 2.031 -4.816
C 0.095 0.890 -5.549
H 0.096 0.509 -7.706
H -1.010 1.781 -7.174
H 2.032 1.921 -7.223
H 0.912 3.102 -7.912
H 0.222 3.852 -5.712
H 1.921 3.454 -5.385
H 0.844 0.098 -5.437
H -0.847 0.536 -5.130
*
```

Results
- LUMO level: 2.53 eV
- HOMO energy: -0.13745 Eh
- Frontier orbital gap: 0.2306 Ha



(4)
Molecular formula: C18H37Cl28IO3PS
Method: DFT, ωB97M-V/def2-TZVPD

The geometry in ORCA input format:
```
! RIJCOSX wB97M-V def2-TZVPD def2/J DEFGRID3
* xyz -1 1
O -2.102 -0.924 -3.736
C -3.004 -1.692 -3.299
I -2.793 -3.794 -3.803
C -4.157 -1.052 -2.410
C -5.634 -1.536 -2.769
C -6.443 -0.744 -3.950
O -7.629 -1.581 -4.102
P -8.065 -2.284 -2.538
S -9.671 -3.475 -3.456
O -6.623 -1.649 -1.729
H -4.091 0.088 -2.577
H -3.919 -1.226 -1.298
H -5.463 -2.554 -3.290
H -5.782 -0.868 -4.868
H -6.575 0.284 -3.476
H -7.305 -3.515 -2.717
H -8.537 -2.690 -1.214
H -8.880 -1.102 -2.352
H -9.172 -4.769 -3.666
C 1.095 -1.603 -2.144
Cl 1.056 -1.401 -0.387
Cl 1.652 -3.220 -2.592
H 0.091 -1.452 -2.540
H 1.773 -0.865 -2.569
C 4.082 0.902 -0.010
Cl 3.386 1.367 -1.567
Cl 5.493 1.893 0.383
H 3.330 1.033 0.766
H 4.385 -0.143 -0.057
C -13.021 -4.804 -1.085
Cl -12.462 -6.210 -1.999
Cl -11.671 -3.946 -0.339
H -13.540 -4.127 -1.761
H -13.702 -5.140 -0.304
C 6.572 5.275 1.548
Cl 7.424 6.668 2.222
Cl 7.709 4.066 0.938
H 5.959 4.823 2.326
H 5.939 5.610 0.727
C -15.454 -8.805 -2.836
Cl -15.472 -9.237 -1.121
Cl -15.548 -7.055 -3.057
H -14.529 -9.168 -3.283
H -16.308 -9.270 -3.327
C 10.450 3.722 -1.455
Cl 9.585 3.545 -2.986
Cl 11.612 2.409 -1.221
H 10.984 4.670 -1.458
H 9.730 3.706 -0.639
C 8.149 9.336 -0.946
Cl 6.411 9.184 -0.662
Cl 8.815 7.853 -1.643
H 8.324 10.160 -1.636
H 8.645 9.536 0.003
C 8.378 3.342 4.353
Cl 6.999 2.242 4.457
Cl 9.854 2.578 4.957
H 8.527 3.621 3.312
H 8.169 4.229 4.948
C -0.535 -3.889 1.729
Cl -0.198 -5.100 2.974
Cl -1.685 -4.500 0.536
H -0.955 -3.003 2.203
H 0.394 -3.632 1.225
C 11.450 10.750 1.541
Cl 9.711 10.600 1.823
Cl 12.115 9.270 0.841
H 11.627 11.576 0.854
H 11.946 10.947 2.489
C -5.306 1.303 0.721
Cl -6.177 1.122 -0.807
Cl -4.130 0.004 0.958
H -4.780 2.257 0.717
H -6.023 1.281 1.540
C 12.323 4.210 7.294
Cl 12.270 3.801 9.013
Cl 12.235 5.959 7.048
H 13.256 3.840 6.871
H 11.479 3.740 6.793
C 8.994 -0.559 7.634
Cl 9.843 0.927 8.079
Cl 7.524 -0.214 6.712
H 9.654 -1.175 7.027
H 8.722 -1.093 8.542
C -14.128 -11.883 -4.837
Cl -15.453 -11.214 -5.798
Cl -12.951 -10.635 -4.412
H -14.536 -12.310 -3.922
H -13.628 -12.658 -5.415
*
```

Results
- LUMO level: 1.00 eV
- HOMO energy: -0.15248 Eh
- Frontier orbital gap: 0.1891 Ha



(5)
Molecular formula: C18H37ClN2O2
Method: DFT, ωB97M-V/def2-TZVPD

The geometry in ORCA input format:
```
! RIJCOSX wB97M-V def2-TZVPD def2/J DEFGRID3
* xyz -1 2
C 3.826 -1.300 0.282
C 2.726 -2.355 0.421
C 1.758 -2.388 -0.778
C 0.399 -1.761 -0.486
N 0.501 -0.446 0.148
C -0.490 0.588 -0.161
C -1.901 0.008 0.105
Cl -1.947 -0.778 1.714
C -3.076 0.997 -0.110
C -4.089 1.138 1.021
C -0.447 1.078 -1.619
C 0.858 1.801 -2.024
C 1.729 0.880 -2.899
C 0.546 3.092 -2.802
N 1.677 2.148 -0.821
O 2.765 2.761 -1.099
C 1.080 2.543 0.491
C 2.136 2.220 1.555
C 0.816 4.051 0.529
C -0.223 1.766 0.770
H 3.438 -0.347 -0.089
H 4.592 -1.622 -0.428
H 4.313 -1.100 1.238
H 2.151 -2.153 1.328
H 3.194 -3.333 0.538
H 1.566 -3.425 -1.062
H 2.231 -1.919 -1.645
H -0.141 -2.433 0.190
H -0.190 -1.725 -1.412
H 1.436 -0.075 0.054
H -2.037 -0.826 -0.581
H -3.614 0.666 -1.001
H -2.690 1.990 -0.350
H -4.848 1.869 0.730
H -4.592 0.194 1.223
H -3.622 1.477 1.945
H -0.605 0.233 -2.292
H -1.291 1.750 -1.784
H 1.411 -0.158 -2.826
H 1.671 1.174 -3.948
H 2.773 0.946 -2.598
H -0.352 2.948 -3.405
H 1.366 3.351 -3.470
H 0.385 3.939 -2.138
H 1.686 2.276 2.545
H 2.535 1.215 1.419
H 2.971 2.917 1.485
H 0.608 4.332 1.563
H 1.691 4.603 0.187
H -0.056 4.333 -0.062
H -1.063 2.461 0.724
H -0.196 1.369 1.784
C -2.509 -4.481 2.116
C -3.325 -5.773 2.360
O -2.624 -6.904 2.253
H -2.076 -4.499 1.109
H -3.129 -3.578 2.213
H -1.687 -4.419 2.837
H -4.202 -5.697 1.645
H -3.814 -5.618 3.370
*
```

Results
- LUMO level (alpha / beta): 2.10 / 1.99 eV
- HOMO energy (alpha / beta): -0.07382 / -0.07382 Eh
- Expectation value of S²: 0.7541
- Frontier orbital gap (alpha / beta): 0.1511 / 0.1469 Ha



(6)
Molecular formula: C18H37N2ORuS
Method: DFT, ωB97M-V/def2-TZVPD

The geometry in ORCA input format:
```
! RIJCOSX wB97M-V def2-TZVPD def2/J DEFGRID3
* xyz 2 6
Ru -0.181 0.102 -0.287
C -0.484 1.422 1.589
C 0.434 0.510 2.202
C 1.727 0.779 1.680
C 1.643 1.932 0.844
C 0.279 2.330 0.774
C -0.238 3.584 0.154
C 2.821 2.698 0.354
C 2.982 0.073 2.059
C 0.135 -0.384 3.349
C -1.925 1.603 1.962
H -0.215 4.391 0.893
H -1.273 3.485 -0.175
H 0.375 3.904 -0.687
H 3.271 3.225 1.201
H 2.560 3.446 -0.391
H 3.598 2.044 -0.047
H 3.443 0.566 2.920
H 3.715 0.088 1.254
H 2.786 -0.961 2.336
H 0.188 0.200 4.274
H 0.857 -1.192 3.433
H -0.871 -0.793 3.283
H -2.019 2.381 2.725
H -2.351 0.689 2.372
H -2.521 1.924 1.106
C 1.875 -0.579 -2.129
N 0.978 0.574 -2.343
C 1.759 1.786 -2.625
C 0.050 0.353 -3.466
C -0.905 -0.805 -3.243
N -1.619 -0.699 -1.964
C -2.518 0.471 -1.936
C -2.379 -1.927 -1.702
H 2.279 -0.965 -3.072
H 1.353 -1.411 -1.635
H 2.712 -0.271 -1.505
H 2.296 1.689 -3.574
H 2.485 1.960 -1.837
H 1.097 2.648 -2.692
H 0.614 0.163 -4.387
H -0.510 1.277 -3.614
H -0.366 -1.753 -3.254
H -1.616 -0.824 -4.077
H -3.168 0.502 -2.818
H -1.948 1.405 -1.909
H -3.156 0.416 -1.054
H -3.170 -2.066 -2.446
H -2.833 -1.871 -0.715
H -1.715 -2.789 -1.737
C -2.390 -3.350 2.065
S -0.906 -3.369 1.035
C 0.213 -4.044 2.280
O -0.506 -1.913 0.855
H -2.217 -2.730 2.942
H -2.599 -4.378 2.364
H -3.229 -2.969 1.487
H 0.005 -5.112 2.357
H 0.062 -3.560 3.242
H 1.234 -3.901 1.932
*
```

Results
- LUMO level (alpha / beta): -4.86 / -7.71 eV
- HOMO energy (alpha / beta): -0.50929 / -0.54383 Eh
- Expectation value of S²: 8.7658
- Frontier orbital gap (alpha / beta): 0.3308 / 0.2604 Ha



(7)
Molecular formula: C18H37N3
Method: DFT, ωB97M-V/def2-TZVPD

The geometry in ORCA input format:
```
! RIJCOSX wB97M-V def2-TZVPD def2/J DEFGRID3
* xyz 0 1
C 4.097 1.090 -0.330
C 3.586 0.175 0.783
H 3.046 -0.663 0.346
C 2.686 0.873 1.809
H 3.245 1.691 2.270
C 1.380 1.440 1.244
H 1.621 2.193 0.491
H 0.852 1.962 2.047
C 0.462 0.379 0.631
H 1.077 -0.373 0.144
C -0.519 0.957 -0.399
H -0.147 1.913 -0.772
H -1.474 1.153 0.086
C -0.776 0.037 -1.610
N -1.492 -1.186 -1.264
H -1.257 -1.455 -0.316
C -2.926 -1.195 -1.423
H -3.161 -0.872 -2.441
C -3.729 -0.317 -0.440
N -3.251 -0.454 0.925
C -3.767 0.589 1.793
C -3.098 0.491 3.161
N -3.403 -0.806 3.733
H -3.008 -0.884 4.665
C -2.893 -1.860 2.878
C -3.559 -1.748 1.509
H -3.181 -2.538 0.859
H -4.649 -1.880 1.629
H -3.133 -2.826 3.327
H -1.798 -1.794 2.742
H -3.488 1.269 3.820
H -2.012 0.647 3.032
H -3.549 1.565 1.350
H -4.860 0.500 1.924
H -4.801 -0.568 -0.530
H -3.609 0.732 -0.725
H -3.250 -2.237 -1.328
C 0.509 -0.399 -2.345
H 1.001 -1.165 -1.747
C 1.481 0.736 -2.656
H 1.700 1.284 -1.746
H 0.999 1.429 -3.352
C 2.795 0.257 -3.280
H 2.550 -0.381 -4.134
C 3.731 -0.523 -2.347
H 3.145 -1.172 -1.697
C 4.701 0.321 -1.509
H 5.194 1.037 -2.173
H 5.475 -0.345 -1.119
H 4.346 -1.178 -2.970
H 3.335 1.124 -3.669
H 0.204 -0.885 -3.274
H -1.394 0.600 -2.322
H -0.091 -0.125 1.427
H 2.447 0.154 2.598
H 4.445 -0.247 1.312
H 3.297 1.729 -0.696
H 4.867 1.749 0.082
*
```

Results
- Relative energy (zero: lowest compared OMol25 entry of this formula, charge and spin): 9.3 kJ/mol
- LUMO level: 0.94 eV
- HOMO energy: -0.30651 Eh
- SMILES string: C1CCCCCC(NCCN2CCNCC2)CCCCC1
- Frontier orbital gap: 0.3411 Ha